Formula: C40H54ClF4INO24
Source: the Open Molecules 2025 dataset
Level of theory: ωB97M-V/def2-TZVPD

CARTESIAN COORDINATES (ANGSTROEM)
C  -0.24740  1.05128  6.93849
C  -0.89710  1.07696  5.51663
O  -0.94707  -0.25121  5.02037
C  -1.19822  -0.33196  3.63032
C  -0.04283  0.17003  2.76529
N  0.00459  1.28634  2.12328
C  -1.14179  2.21834  2.19126
C  -2.31991  1.74438  1.26739
C  -2.92150  2.88662  0.44641
F  -2.34890  4.10210  0.32048
C  -4.05633  2.66637  -0.20400
F  -5.05108  3.50002  -0.25145
F  -4.23915  1.52563  -0.82690
C  1.27916  1.55196  1.39123
Cl  1.95609  2.92281  2.43150
C  0.80827  2.30779  0.09574
C  1.79136  2.41670  -1.09235
C  1.10136  3.36002  -2.14359
O  0.50770  2.53810  -3.15098
C  -0.15440  3.39672  -4.07285
C  2.08143  0.21352  1.34950
C  3.58547  0.47579  1.70124
C  4.37293  1.43222  0.77249
C  5.85450  1.41588  1.26122
O  6.72056  0.98575  0.62500
O  6.07601  1.98399  2.47590
C  2.15876  -0.59656  0.04021
C  0.82255  -0.73790  -0.69254
O  -0.23234  -0.57983  -0.23720
F  0.96374  -1.11554  -1.96760
C  1.31528  -0.51983  2.51544
I  0.78640  -2.63207  2.16204
C  1.97277  -0.54677  3.96689
C  1.68332  -1.80641  4.84487
O  2.57192  -2.50887  5.15491
H  -0.95695  1.36734  7.71591
H  0.00829  -0.00054  7.15371
H  0.67707  1.64606  6.97962
H  -0.30072  1.77819  4.90188
H  -1.90506  1.52142  5.65058
H  -2.13540  0.21699  3.43234
H  -1.44575  -1.38062  3.41707
H  -1.56682  2.24097  3.20228
H  -0.84380  3.25487  1.98968
H  -3.12917  1.35624  1.90514
H  -2.02501  0.92570  0.58881
H  -0.13607  1.90566  -0.31356
H  0.58710  3.34464  0.39070
H  2.73479  2.92708  -0.85213
H  1.94487  1.48046  -1.64723
H  0.25745  3.88101  -1.64273
H  1.81374  4.06552  -2.60285
H  -0.37124  2.90015  -5.02863
H  -1.10845  3.74469  -3.62836
H  0.43740  4.30396  -4.30543
H  4.09568  -0.50573  1.66508
H  3.70711  0.86794  2.72237
H  4.07095  2.48993  0.82215
H  4.42676  1.14454  -0.28420
H  5.24407  2.26104  2.88955
H  2.56357  -1.61631  0.18229
H  2.82985  -0.15645  -0.71432
H  3.06612  -0.46574  3.99398
H  1.54929  0.30389  4.53977
H  0.68078  -2.04273  5.25354
C  -5.96505  -2.19737  -0.04626
C  -4.69464  -2.87979  -0.48027
O  -3.70836  -2.25050  0.34310
C  -4.33690  -1.77533  1.44118
O  -3.76347  -1.34554  2.40143
O  -5.67700  -1.84744  1.31727
H  -6.83182  -2.84528  -0.10644
H  -6.16413  -1.28901  -0.60785
H  -4.69766  -3.95114  -0.27005
H  -4.47493  -2.72972  -1.53481
C  0.59215  -2.24314  -5.60347
C  1.79165  -2.38687  -4.70516
O  2.55578  -3.40152  -5.35946
C  2.20014  -3.40148  -6.67305
O  2.76694  -4.01090  -7.52111
O  1.11453  -2.61183  -6.88418
H  0.19946  -1.22815  -5.62146
H  -0.21018  -2.92710  -5.34035
H  2.38889  -1.47220  -4.65533
H  1.52655  -2.69133  -3.69536
C  -10.99281  0.18890  -0.09637
C  -10.31631  -0.32536  1.14829
O  -9.38121  -1.27127  0.62518
C  -9.12659  -0.92678  -0.66116
O  -8.26451  -1.41280  -1.32659
O  -9.97472  0.03805  -1.08877
H  -11.29964  1.22892  -0.00973
H  -11.85711  -0.41297  -0.38384
H  -9.76850  0.45459  1.68125
H  -11.00904  -0.80381  1.83713
C  4.73927  -4.85788  -4.17519
C  5.90058  -4.67750  -3.23099
O  5.37760  -3.75760  -2.26756
C  4.02891  -3.87166  -2.28811
O  3.29480  -3.36558  -1.49307
O  3.61297  -4.63006  -3.32483
H  4.70167  -5.85321  -4.61195
H  4.72888  -4.11879  -4.97831
H  6.17586  -5.60309  -2.72128
H  6.78168  -4.26862  -3.72060
C  7.52074  4.75129  2.90672
C  8.64654  4.98345  3.87912
O  8.11054  5.99027  4.74107
C  6.75567  5.90870  4.67876
O  6.01015  6.48968  5.39704
O  6.36269  5.06842  3.67930
H  7.47957  3.72653  2.55261
H  7.56626  5.42391  2.04656
H  8.87754  4.09642  4.47304
H  9.55669  5.32968  3.39396
C  -3.61635  -3.05386  -5.75522
C  -4.56224  -3.58241  -4.70782
O  -3.67313  -4.08285  -3.70679
C  -2.49026  -3.42809  -3.84265
O  -1.59278  -3.48830  -3.06508
O  -2.46652  -2.69072  -4.98485
H  -4.01606  -2.19198  -6.28529
H  -3.32686  -3.81461  -6.48279
H  -5.18260  -2.79691  -4.26904
H  -5.20761  -4.37313  -5.08417

Its frontier orbital gap is 7.78 eV. The charge is +1. The calculation puts the lowest unoccupied orbital energy at -3.7 eV. Its electronic energy is -124469.255 eV. For the HOMO energy, the calculation gives -11.454 eV. As for the multiplicity: 1.

Formula: C2H4N2
Source: the Open Molecules 2025 dataset
Level of theory: ωB97M-V/def2-TZVPD

CARTESIAN COORDINATES (ANGSTROEM)
C  -0.60821  -0.65941  -0.11376
C  0.73805  -0.51980  0.05259
N  -0.90932  0.66036  -0.24844
N  0.74708  0.81300  0.32487
H  -1.69018  0.98569  0.34274
H  1.43205  1.35873  -0.22110
H  -1.29783  -1.48292  0.02312
H  1.58835  -1.15563  -0.16001

Its frontier orbital gap is 9.03 eV. The charge is 0. The calculation puts the lowest unoccupied orbital energy at 1.0 eV. Its energy above the lowest of the compared OMol25 structures with the same formula, charge and spin is 3.8074 eV. Its electronic energy is -5115.153 eV. Its SMILES is c1c[nH][nH]1. For the HOMO energy, the calculation gives -8.007 eV. As for the multiplicity: 1.

Formula: C15H38B3BeBr2CaCl6F5INNbO9
Source: the Open Molecules 2025 dataset
Level of theory: ωB97M-V/def2-TZVPD

CARTESIAN COORDINATES (ANGSTROEM)
C  -1.91957  -2.68856  0.62869
C  -2.17446  -1.88097  2.02854
B  -2.01156  -0.25151  1.95187
O  -2.92194  0.54297  2.85115
Nb  -0.52504  0.93046  0.66698
C  0.99128  -0.75321  0.87387
C  2.45486  -0.32204  1.47317
O  3.55373  -0.72476  0.77659
C  0.82625  2.24667  -0.59136
C  2.06391  1.51086  -1.36044
O  1.72682  0.27435  -2.08059
C  0.30949  1.76123  2.67175
O  1.50773  2.59166  2.49929
C  1.44730  3.84043  3.27520
C  -2.09532  2.64022  0.52967
B  -1.50718  4.07578  1.16900
O  -2.03606  4.45346  2.52225
O  -0.55718  4.96836  0.47596
C  -1.38863  0.09015  -1.29496
C  -2.98986  0.34872  -1.50274
O  -3.99882  -0.21544  -0.83941
I  -3.60564  1.76352  -3.11662
H  -2.33751  -3.79367  0.79989
H  -2.49122  -2.27490  -0.30450
H  -0.79824  -2.81896  0.31871
H  -1.34169  -2.26575  2.79244
H  -3.20806  -2.14114  2.56162
H  -2.41095  0.79315  3.68555
H  0.56124  -1.56865  1.63304
H  1.19400  -1.36924  -0.12834
H  2.66580  0.25419  2.46923
H  1.29082  3.18932  -0.02684
H  0.13998  2.72645  -1.44284
H  3.00815  1.40393  -0.63709
H  2.43310  2.27857  -2.19817
H  2.51274  -0.05247  -2.64338
H  -0.53598  2.24779  3.34059
H  0.65899  0.79670  3.28304
H  2.15605  3.76849  4.22340
H  1.94313  4.67944  2.58583
H  0.36881  4.22407  3.51795
H  -2.16714  2.86378  -0.64117
H  -3.13546  2.33568  0.96882
H  -2.89243  3.94093  2.62511
H  -0.94154  5.90061  0.63044
H  -1.10453  -1.05501  -1.47702
H  -0.84634  0.66898  -2.18770
Ca  0.41578  -2.89059  2.97103
B  1.34965  0.06481  -5.27870
F  1.50406  -1.26351  -4.70829
F  1.27628  -0.03538  -6.72724
F  0.12898  0.67073  -4.77230
F  2.48938  0.88737  -4.90692
Be  -5.38782  0.35299  -1.92845
C  0.95140  3.72015  -5.93262
Cl  -0.78832  3.40673  -5.94139
Cl  1.28511  5.45614  -5.93587
H  1.38849  3.27561  -5.03522
H  1.39839  3.27029  -6.82246
Br  2.58511  -6.14908  4.83198
C  1.35735  -7.47090  5.57427
C  0.41984  -8.00244  4.51487
Br  -0.99025  -6.71691  4.11123
H  0.84179  -6.99345  6.41126
H  1.99931  -8.27067  5.95698
H  -0.10217  -8.89366  4.87541
H  0.91924  -8.23591  3.57055
F  3.02494  -0.18434  3.87784
C  5.11590  -9.46120  3.56507
Cl  5.85336  -11.01380  3.09551
Cl  5.86350  -8.14169  2.62975
Cl  3.36661  -9.50932  3.23023
Cl  5.38022  -9.18006  5.30448
O  -7.46356  2.41561  -1.93550
H  -7.96441  3.20301  -1.82430
N  -0.38273  2.36971  -8.94829
H  -0.48916  2.71397  -7.98678
H  -1.28387  2.43332  -9.43629
H  0.31426  2.94044  -9.44099
H  -0.07219  1.39128  -8.92910
O  -1.97398  7.61242  1.38268
H  -1.88967  8.48171  0.96287
H  -2.31266  7.81199  2.26827

Its frontier orbital gap is 4.19 eV. The charge is +1. The calculation puts the lowest unoccupied orbital energy at -5.3 eV. Its electronic energy is -295396.662 eV. For the HOMO energy, the calculation gives -9.465 eV. As for the multiplicity: 1.

Formula: C3H10N2O2S2
Source: the Open Molecules 2025 dataset
Level of theory: ωB97M-V/def2-TZVPD

CARTESIAN COORDINATES (ANGSTROEM)
C  -0.66270  1.70495  -0.62881
C  -1.04130  0.31014  -0.14127
C  0.12083  -0.70570  -0.40245
N  -1.68256  -2.23706  -0.38220
N  -0.31601  -2.01187  -0.39938
O  -1.58537  2.64680  -0.45058
O  1.27350  -0.38404  -0.67044
S  -1.55647  0.25929  1.61970
S  4.48804  0.88371  1.16440
H  -0.71408  1.40023  -1.61337
H  0.27829  2.02642  -0.34460
H  -1.91767  -0.13978  -0.57557
H  -2.04007  -2.57925  -1.19309
H  -1.95932  -2.72145  0.43307
H  0.34096  -2.81868  -0.54686
H  -1.64216  2.84023  0.50288
H  -0.85377  1.14667  2.36999
H  3.88623  0.31038  0.20741
H  5.58363  0.06902  1.05116

Its frontier orbital gap is 9.67 eV. The charge is 0. The calculation puts the lowest unoccupied orbital energy at 0.6 eV. Its energy above the lowest of the compared OMol25 structures with the same formula, charge and spin is 2.5736 eV. Its electronic energy is -32016.916 eV. Its SMILES is NNC(=O)[C@@H](S)CO.S. For the HOMO energy, the calculation gives -9.095 eV. As for the multiplicity: 1.